a | C2H25O11 | ωB97M-V/def2-TZVPD

```
38
Properties=species:S:1:pos:R:3:lowdin_charge:R:1
O -20.70452 6.22977 -12.69207 -0.021
O -21.46843 -1.33566 -11.81246 -0.073
O -17.95360 4.96015 -14.10475 -0.055
O -21.25940 3.03884 -11.24765 -0.106
O -19.83543 -1.12043 -16.04738 -0.032
O -18.76897 1.60938 -16.36436 -0.050
O -17.10358 1.14212 -14.23274 -0.008
O -19.81268 0.06667 -13.41972 -0.043
O -17.84742 2.74803 -11.73980 -0.090
O -23.15554 0.62144 -11.18459 -0.082
O -19.77894 2.70535 -13.47160 -0.400
C -20.76601 3.15347 -14.38282 -0.383
C -21.79432 2.05849 -14.46466 -0.074
H -21.51496 1.39448 -15.28137 0.063
H -21.09672 4.02768 -13.82789 0.076
H -18.55297 2.76900 -12.41264 -0.045
H -18.57624 4.24192 -13.91124 -0.013
H -20.92701 3.03069 -12.21077 0.006
H -21.97851 1.62933 -13.48917 0.056
H -20.82659 2.32586 -10.76783 0.025
H -16.18373 1.38564 -14.16246 0.058
H -21.72965 -2.01870 -12.40678 0.030
H -20.77907 -1.06898 -15.99429 0.032
H -20.87202 5.56305 -13.31713 -0.036
H -17.52019 1.70875 -13.64713 -0.038
H -17.52006 3.67066 -11.71682 0.041
H -19.00171 2.51736 -16.11069 0.026
H -19.50380 -0.26627 -16.28300 -0.010
H -20.84745 -0.74444 -12.32187 0.022
H -17.35951 4.65671 -14.78021 0.020
H -22.44573 -0.04471 -11.33739 -0.020
H -19.98496 1.01071 -13.48227 -0.019
H -20.36981 3.44118 -15.34792 0.089
H -19.96423 5.99724 -12.16559 0.018
H -23.31715 0.88288 -12.07281 -0.017
H -18.17689 1.39295 -15.66258 -0.027
H -19.88471 -0.22317 -14.31815 -0.010
H -22.69883 2.52639 -14.91592 0.088
```

Output
Molar mass ... 225.21 g mol⁻¹
LUMO ... 2.819 eV
HOMO-LUMO gap ... 8.65 eV
Charge ... -1

***

b | C2H25O11 | ωB97M-V/def2-TZVPD

```
38
Properties=species:S:1:pos:R:3:lowdin_charge:R:1
O 1.57824 -3.32496 1.69424 -0.098
O 0.97787 -3.44207 -1.15656 -0.093
O 3.45922 -1.77416 0.43049 -0.059
O -0.29853 3.77589 -1.29473 -0.031
O -1.53939 0.74164 0.59947 -0.370
O -3.08729 2.75838 1.59177 -0.059
O 2.76217 0.65230 -0.31345 0.000
O -1.58394 -1.52339 -0.80044 -0.037
O -1.35762 1.35067 -2.05590 -0.079
O -4.02548 -0.00281 1.40271 -0.084
O 0.74345 -0.68660 -2.66387 -0.044
C 0.34641 -0.34918 1.40113 -0.086
C -0.19099 0.95781 0.85835 -0.402
H 3.28268 -0.87906 0.16796 -0.030
H -2.34066 2.19527 1.39011 -0.031
H 0.35907 3.43528 -0.69201 0.033
H 0.72254 -2.84567 1.76961 0.026
H -1.42778 1.22572 -1.10034 -0.025
H -4.11823 -0.86655 1.02374 -0.004
H 0.38816 1.28052 0.05027 0.046
H 0.08078 -0.79784 -3.32530 0.025
H -0.34140 -0.80435 2.03092 0.065
H 0.24023 4.16580 -1.98972 0.055
H -0.97341 2.24051 -2.12592 -0.003
H 2.17530 -2.58399 1.44288 -0.008
H -1.96691 -2.03615 -0.09041 0.037
H 0.08619 -0.47560 -2.03503 -0.041
H -3.08894 0.14150 1.14989 -0.015
H -2.83228 3.57184 1.18233 0.005
H 0.73796 -3.05475 -0.30269 -0.021
H 2.96612 1.55391 -0.52091 0.062
H 1.84493 -3.05907 -1.43382 0.041
H 4.41949 -1.94216 0.27733 0.080
H 0.58342 -1.11535 0.62530 0.062
H 1.87197 0.56396 -0.10188 -0.033
H 1.26481 -0.17867 1.94143 0.077
H -1.38171 -0.65484 -0.52531 -0.057
H -0.33641 1.78620 1.49838 0.097
```

Output
Molar mass ... 225.21 g mol⁻¹
LUMO ... 2.206 eV
HOMO-LUMO gap ... 7.43 eV
Charge ... -1

***

c | C2H25O11 | ωB97M-V/def2-TZVPD

```
38
Properties=species:S:1:pos:R:3:lowdin_charge:R:1
O -13.69200 6.36700 18.84200 -0.057
O -19.15800 11.59800 19.03500 -0.045
O -13.96100 7.08100 21.77700 -0.076
O -19.34900 6.01800 20.43500 -0.020
O -14.45000 9.33400 18.00400 -0.064
O -19.08900 8.85100 17.99700 -0.017
O -16.83200 6.16600 19.11000 -0.100
O -15.80500 8.39000 20.39600 -0.377
O -15.12700 6.46400 24.19500 -0.047
O -13.66500 9.87400 20.97400 -0.121
O -17.32600 6.36500 22.29700 -0.061
C -16.86000 9.64000 22.15900 -0.083
C -16.99500 9.10700 20.76100 -0.368
H -14.50000 6.14500 19.27900 -0.013
H -13.09800 9.18100 21.34100 0.008
H -17.09800 9.94800 20.11500 0.082
H -13.69300 9.31000 17.44600 0.000
H -18.37900 12.03800 19.40000 0.057
H -16.84100 8.76400 22.84100 0.064
H -19.84900 6.83600 20.33100 0.073
H -19.37200 11.97700 18.19500 0.032
H -18.22400 6.26900 21.96600 0.008
H -19.91300 9.00000 17.58100 0.003
H -16.46500 6.92500 19.59700 -0.026
H -17.73500 6.11900 19.50500 -0.012
H -17.62700 10.31400 22.45000 0.052
H -17.09400 7.30400 22.13300 -0.004
H -15.93900 10.17000 22.29200 0.065
H -18.85400 9.62800 18.45300 -0.038
H -14.42500 8.65700 18.67600 -0.020
H -19.85300 5.40700 19.95900 0.037
H -12.95200 6.15900 19.44500 0.044
H -14.40100 6.74300 22.57000 -0.015
H -14.67400 7.47000 21.28900 -0.049
H -14.50200 9.35900 20.87200 -0.037
H -17.72800 8.28900 20.62900 0.083
H -15.91700 6.55200 23.66800 -0.009
H -15.05900 7.08700 24.92200 0.053
```

Output
Molar mass ... 225.21 g mol⁻¹
LUMO ... 2.467 eV
HOMO-LUMO gap ... 7.03 eV
Charge ... -1

***

On energetic grounds, a is preferred over the next structure by 79.9 kJ/mol.